1.
This record from the Open Molecules 2025 dataset describes a structure of composition C46H56CrFN9O4P2Sb. The level of theory is ωB97M-V/def2-TZVPD.

The LUMO energy (alpha / beta) comes out at -7.21 / -6.68 eV. Its charge is +2. The molecular weight comes out at 1053.7 g mol⁻¹. Its spin multiplicity is 2.

The geometry in XYZ format:
```
120
Properties=species:S:1:pos:R:3:mulliken_spin:R:1
Cr -0.32369 -0.39663 0.09822 1.12
C -3.25039 -2.89063 -1.12165 0.00
P -2.43028 -1.69977 -0.03085 -0.02
C -3.77224 -0.51314 0.35352 -0.01
N -5.00439 -0.95438 0.34447 0.00
C -5.98627 -0.13622 0.77927 0.00
C -7.32450 -0.58706 0.79937 0.00
C -8.29269 0.22555 1.31265 0.00
C -7.97512 1.51208 1.81349 0.00
C -6.69511 1.98451 1.78447 0.00
C -5.66862 1.16475 1.26709 0.00
N -4.39382 1.60934 1.22416 0.00
C -3.46718 0.81179 0.75760 -0.01
P -1.77286 1.49627 0.54078 -0.04
C -1.69577 2.66745 1.93127 0.00
C -1.95835 2.57086 -0.98575 0.01
C -2.81582 3.80430 -0.71452 0.00
C -0.53532 2.98662 -1.38831 -0.02
C -2.59625 1.72183 -2.09132 0.02
C -2.30504 -2.64728 1.60171 -0.01
C -3.64004 -3.19269 2.10671 0.00
C -1.31724 -3.80837 1.38564 0.00
C -1.77236 -1.61802 2.59928 0.01
H -4.25161 -3.04874 -0.72746 0.00
H -2.68464 -3.82050 -1.14575 0.00
H -3.30296 -2.47817 -2.12223 0.00
H -7.54862 -1.57256 0.41443 0.00
H -9.32080 -0.10932 1.33829 0.00
H -8.76587 2.12781 2.22026 0.00
H -6.44367 2.97239 2.14629 0.00
H -2.66980 3.14739 1.99402 0.00
H -0.92411 3.41208 1.75166 0.00
H -1.47786 2.14970 2.86428 0.00
H -2.32507 4.51283 -0.04733 0.00
H -3.78835 3.54107 -0.29908 0.00
H -2.98553 4.31017 -1.66704 0.00
H -0.02986 3.52420 -0.58097 0.00
H -0.57797 3.65888 -2.24742 0.00
H 0.06669 2.12239 -1.67348 0.01
H -3.64701 1.51453 -1.88101 0.00
H -2.07886 0.76781 -2.23000 0.00
H -2.55286 2.27696 -3.03014 0.00
H -4.10948 -3.82700 1.35727 0.00
H -4.33076 -2.39710 2.37825 0.00
H -3.46842 -3.79453 2.99934 0.00
H -1.79399 -4.60036 0.80985 0.00
H -1.01942 -4.26143 2.33297 0.00
H -0.41946 -3.51163 0.84160 0.00
H -2.45757 -0.76849 2.64687 0.00
H 0.20209 -1.83195 2.10829 0.01
H -1.21809 -3.05056 3.99102 0.00
C 1.96829 2.86239 2.12083 0.00
C 2.87944 3.23330 0.98354 0.00
C 3.48992 4.48369 0.97284 0.00
C 4.35969 4.84767 -0.04204 0.00
C 4.63299 3.95536 -1.06532 0.00
C 4.04622 2.69887 -1.06135 0.00
C 3.16394 2.33405 -0.04911 0.00
Sb 2.41484 0.32361 0.13102 -0.02
C 3.73858 -0.41116 1.65902 -0.01
C 3.16399 -1.13825 2.69883 0.00
C 3.93033 -1.70664 3.70279 0.00
C 5.30329 -1.53332 3.67838 0.00
C 5.88166 -0.79843 2.65695 0.00
C 5.12769 -0.23063 1.62989 0.00
C 5.85373 0.53106 0.55511 0.00
C 3.20833 -0.55715 -1.66180 0.00
C 3.05504 0.20158 -2.82496 0.00
C 3.59213 -0.22385 -4.02966 0.00
C 4.25932 -1.43931 -4.08455 0.00
C 4.34501 -2.23046 -2.94917 0.00
C 3.82668 -1.81395 -1.72143 0.00
C 3.93746 -2.74535 -0.54258 0.00
H 1.65363 3.74608 2.67370 0.00
H 2.47954 2.19561 2.82351 0.00
H 1.07946 2.35488 1.74374 0.00
H 3.28838 5.17518 1.78206 0.00
H 4.82785 5.82279 -0.02953 0.00
H 5.31327 4.22522 -1.86196 0.00
H 4.29906 2.01155 -1.85407 0.00
H 2.09520 -1.27062 2.73549 0.00
H 3.45874 -2.27750 4.49181 0.00
H 5.92499 -1.97613 4.44478 0.00
H 6.95571 -0.65965 2.64237 0.00
H 6.90554 0.25170 0.53858 0.00
H 5.79785 1.60542 0.73879 0.00
H 5.43684 0.34153 -0.43383 0.00
H 2.50773 1.13701 -2.79386 0.00
H 3.49597 0.39383 -4.91369 0.00
H 4.69919 -1.77864 -5.01346 0.00
H 4.83299 -3.19595 -3.00802 0.00
H 4.11823 -3.76336 -0.88474 0.00
H 3.02539 -2.74561 0.05565 0.00
H 4.76581 -2.46462 0.10720 0.00
N -1.65380 -1.18532 6.06452 0.00
N -1.05274 -1.23971 4.82545 0.00
N -0.37676 -0.20183 4.37459 0.00
C -0.03400 -0.09269 3.15338 0.02
N -0.45093 -1.04104 2.12522 -0.04
N -1.65111 -2.13858 3.91654 0.00
H -2.15185 -0.31773 6.22099 0.00
H -0.97780 -1.34962 6.79727 0.00
H 0.57324 0.74545 2.85466 0.00
F 1.83245 -0.08428 -7.21104 0.00
C 0.93885 -0.39154 -6.27787 0.00
C 1.26647 -1.19137 -5.26289 0.00
N 0.35380 -1.53655 -4.27718 0.00
C 0.77296 -2.25565 -3.09545 0.00
C 0.52201 -1.48835 -1.81857 0.00
O 0.57276 -2.06643 -0.69568 -0.02
O 0.24080 -0.24594 -1.82590 -0.02
C -0.93714 -1.07290 -4.31222 0.00
O -1.73512 -1.34922 -3.42806 0.00
N -1.24900 -0.27998 -5.37592 0.00
C -0.39905 0.18257 -6.40336 0.00
O -0.78929 0.95243 -7.23380 0.00
H 2.26226 -1.60034 -5.17498 0.00
H 1.84561 -2.44290 -3.16882 0.00
H 0.25739 -3.21240 -3.00641 0.00
H -2.20272 0.05507 -5.41632 0.00
```

2.
This record from the Open Molecules 2025 dataset describes a cluster of 14 separate species, C46H57BF13O43P in total. The level of theory is ωB97M-V/def2-TZVPD.

The LUMO energy comes out at -0.11 eV. The molecular weight comes out at 1586.7 g mol⁻¹.

The geometry in XYZ format:
```
161
Properties=species:S:1:pos:R:3:lowdin_charge:R:1
C -0.55689 -3.82562 2.61690 -0.12
O -0.55992 -3.45896 1.19227 -0.26
C 0.47620 -2.46602 0.86742 -0.18
C -0.15570 -0.94775 1.17194 -0.41
O 0.26875 -0.61107 2.54149 -0.30
C -0.59261 0.40886 3.16002 -0.09
B 0.29768 1.04379 4.43183 -0.37
O 1.00042 2.32068 4.19684 0.03
O 0.35791 0.25842 5.70121 -0.08
C 1.44950 -0.72583 5.53457 -0.09
P 0.71651 0.35960 0.02470 0.92
C 2.25723 1.11598 0.93084 -0.30
C -0.59361 1.76249 -0.30608 -0.33
H 0.34446 -4.53394 2.93150 0.11
H -0.61153 -2.92588 3.36334 0.10
H -1.54510 -4.46956 2.79339 0.11
H 1.39475 -2.60694 1.61051 0.14
H 0.92372 -2.55704 -0.21724 0.12
H -1.32608 -0.93923 1.06366 0.14
H -0.98693 1.23648 2.43266 0.11
H -1.54484 -0.16226 3.59413 0.13
H 1.95261 2.03783 3.96895 0.14
H 1.07195 -1.84240 5.58441 0.09
H 2.31233 -0.60176 6.34748 0.12
H 2.01038 -0.63127 4.48624 0.11
H 2.51063 0.58105 1.94037 0.05
H 2.02815 2.25890 1.17893 0.06
H 3.13686 1.07462 0.14874 0.04
H -0.51812 2.50203 0.62286 0.04
H -0.35564 2.32727 -1.32932 0.04
H -1.65962 1.27931 -0.31924 0.05
C 7.47390 -0.02304 0.53367 -0.07
C 6.25607 -0.15974 -0.31480 -0.32
O 5.21484 0.27289 0.53111 0.10
C 5.79359 1.17431 1.37323 -0.50
O 5.17077 1.96444 2.06291 0.13
O 7.15875 1.09052 1.34522 0.08
F 6.03437 -1.45428 -0.63523 0.08
H 7.64772 -0.89775 1.16933 0.15
H 8.37394 0.16515 -0.05786 0.15
H 6.27083 0.45211 -1.22307 0.18
C -4.14686 0.18299 5.62318 -0.06
C -5.60034 0.51329 5.62418 -0.32
O -5.81770 1.04774 4.33810 0.12
C -4.89520 0.43944 3.54083 -0.49
O -4.94273 0.43175 2.32200 0.14
O -3.91322 -0.16837 4.27415 0.06
F -5.87631 1.47238 6.53614 0.08
H -3.51772 1.03896 5.88943 0.15
H -3.90888 -0.64870 6.29179 0.15
H -6.25660 -0.34957 5.78007 0.18
C 1.10357 5.21443 3.62956 -0.09
C 1.33765 6.41784 4.47732 -0.33
O 1.09951 7.49255 3.59688 0.14
C 0.19005 7.02029 2.69882 -0.50
O -0.46585 7.72790 1.95252 0.14
O 0.09647 5.65615 2.74154 0.07
F 2.62546 6.47800 4.88424 0.08
H 1.98954 4.92108 3.05649 0.15
H 0.76254 4.35478 4.21273 0.11
H 0.66937 6.49490 5.34160 0.18
C -4.38331 -2.89392 0.89902 -0.07
C -4.99776 -3.00724 -0.45424 -0.34
O -5.80495 -4.15847 -0.35429 0.15
C -6.17030 -4.22256 0.95685 -0.50
O -7.08183 -4.91367 1.38034 0.14
O -5.39517 -3.41131 1.73949 0.07
F -4.05333 -3.22973 -1.39562 0.07
H -3.47783 -3.50072 1.00530 0.14
H -4.14551 -1.85981 1.16257 0.13
H -5.61468 -2.14872 -0.74038 0.13
C 6.63693 -3.74226 -4.96708 -0.07
C 6.13851 -4.52011 -3.79737 -0.33
O 7.08061 -4.23708 -2.78781 0.14
C 7.54808 -2.99062 -3.07848 -0.50
O 8.16787 -2.29193 -2.29391 0.13
O 7.23083 -2.61501 -4.35509 0.08
F 6.17216 -5.84754 -4.05123 0.08
H 7.39454 -4.28331 -5.54388 0.15
H 5.83028 -3.44268 -5.64158 0.15
H 5.13799 -4.23028 -3.45902 0.18
C -2.28092 2.18380 -5.17750 -0.07
C -1.66759 2.77493 -3.95435 -0.32
O -0.52564 1.97694 -3.73974 0.12
C -0.15560 1.54705 -4.97866 -0.49
O 0.93412 1.06448 -5.23847 0.14
O -1.15249 1.72976 -5.89753 0.08
F -2.48870 2.63863 -2.88906 0.07
H -2.93535 1.33431 -4.95505 0.16
H -2.84559 2.91938 -5.75669 0.11
H -1.36912 3.82303 -4.06358 0.18
C -1.62472 5.49707 -7.98083 -0.07
C -2.23918 5.38376 -9.33409 -0.33
O -3.04637 4.23252 -9.23414 0.15
C -3.41172 4.16844 -7.92300 -0.50
O -4.32325 3.47733 -7.49951 0.14
O -2.63659 4.97969 -7.14036 0.06
F -1.29474 5.16126 -10.27547 0.09
H -0.71925 4.89027 -7.87455 0.15
H -1.38693 6.53118 -7.71728 0.15
H -2.85610 6.24227 -9.62023 0.18
C 2.77369 -4.24751 9.13346 -0.07
C 1.32021 -3.91721 9.13446 -0.33
O 1.10285 -3.38276 7.84838 0.13
C 2.02535 -3.99106 7.05111 -0.50
O 1.97782 -3.99876 5.83228 0.12
O 3.00733 -4.59888 7.78443 0.07
F 1.04423 -2.95813 10.04642 0.08
H 3.40283 -3.39154 9.39971 0.14
H 3.01167 -5.07921 9.80207 0.15
H 0.66395 -4.78007 9.29035 0.18
C -6.53580 1.80474 -1.76358 -0.07
C -7.62654 2.07605 -0.78462 -0.33
O -8.22898 0.81450 -0.60447 0.15
C -7.23128 -0.08858 -0.81827 -0.47
O -7.28826 -1.26193 -0.48984 0.14
O -6.15456 0.48283 -1.43927 0.08
F -8.54676 2.91650 -1.30856 0.09
H -6.88089 1.83838 -2.80242 0.15
H -5.69475 2.49416 -1.65084 0.15
H -7.27835 2.45900 0.18059 0.16
C 7.34822 -4.88296 5.79912 -0.07
C 6.29977 -5.86920 6.18615 -0.33
O 6.09288 -5.60968 7.55609 0.14
C 6.37738 -4.28640 7.71315 -0.50
O 6.05630 -3.62843 8.68878 0.14
O 7.06032 -3.78365 6.63970 0.08
F 6.75697 -7.13486 6.05678 0.08
H 8.36277 -5.24074 6.00428 0.15
H 7.28295 -4.59847 4.74546 0.15
H 5.35524 -5.75647 5.64331 0.18
C 3.88102 1.54314 -8.03661 -0.08
C 4.03831 0.74598 -6.78701 -0.32
O 5.28885 1.16127 -6.28642 0.14
C 5.43633 2.44427 -6.72095 -0.50
O 6.25359 3.22977 -6.27046 0.14
O 4.55077 2.74665 -7.71887 0.07
F 4.10784 -0.57552 -7.06354 0.08
H 4.36481 1.07589 -8.90090 0.13
H 2.83200 1.73096 -8.28086 0.15
H 3.26193 0.92972 -6.03668 0.16
C -8.54801 2.47732 3.55415 -0.08
C -9.12948 3.71053 2.95184 -0.32
O -10.40610 3.29644 2.52096 0.14
C -10.76081 2.29517 3.37436 -0.50
O -11.89824 1.87237 3.49830 0.15
O -9.68707 1.82701 4.08103 0.08
F -8.41976 4.09909 1.86880 0.08
H -8.07022 1.82837 2.81255 0.14
H -7.82443 2.70092 4.34270 0.14
H -9.23044 4.54712 3.65145 0.18
C 1.13600 -2.67758 -10.35092 -0.07
C 1.09454 -2.42469 -8.88258 -0.33
O 2.42699 -2.08902 -8.56826 0.13
C 2.92684 -1.52255 -9.70224 -0.48
O 3.95083 -0.86098 -9.74279 0.13
O 2.13609 -1.77966 -10.78856 0.08
F 0.76853 -3.55023 -8.20838 0.08
H 1.43563 -3.70204 -10.59606 0.15
H 0.17953 -2.46611 -10.83655 0.15
H 0.42915 -1.60665 -8.58663 0.18
```

3.
This record from the Open Molecules 2025 dataset describes a structure of composition C46H57CdN6O4P3Se2Si2. The level of theory is ωB97M-V/def2-TZVPD.

The LUMO energy comes out at 3.89 eV. Its charge is -2. The molecular weight comes out at 1177.4 g mol⁻¹. As for the relative energy (zero: lowest compared OMol25 entry of this formula, charge and spin): 26.11 kcal per mole.

The geometry in XYZ format:
```
121
Properties=species:S:1:pos:R:3:lowdin_charge:R:1
Cd -0.90960 -0.85311 0.44879 1.16
C -2.19421 3.29861 0.73762 0.00
C -2.83378 1.90063 0.74944 -0.56
C -4.14970 1.93726 1.53254 -0.04
O -1.90981 1.00116 1.29042 -0.36
C -3.16515 1.57194 -0.70756 -0.47
O -3.90532 2.26858 -1.36988 0.07
O -2.57689 0.47685 -1.22755 -0.16
H -1.94150 3.54530 1.76937 0.09
H -2.87140 4.05089 0.32795 0.08
H -1.27258 3.27782 0.15125 0.08
H -3.95280 2.30986 2.53756 0.07
H -4.55105 0.93419 1.66723 0.04
H -4.86071 2.57933 1.00946 0.08
H -2.15417 0.64433 2.33212 -0.15
C 1.81880 -1.80140 -1.81342 -0.25
Si 0.02065 -2.25192 -1.40564 0.46
C 0.09077 -4.10815 -0.98250 -0.27
C -0.83071 -2.18006 -3.12182 -0.29
C -0.38214 -3.18290 -3.99731 -0.13
C -0.78863 -3.27767 -5.31595 -0.10
C -1.67275 -2.33406 -5.81505 -0.11
C -2.13457 -1.33986 -4.97181 -0.14
C -1.74907 -1.23649 -3.62038 -0.22
Si -2.66560 0.27348 -2.92756 0.53
C -4.47029 -0.02721 -3.33832 -0.15
C -1.91954 1.77856 -3.71429 -0.13
H 2.14656 -2.31690 -2.72371 0.02
H 2.48425 -2.10419 -0.99842 0.00
H 1.93526 -0.72570 -1.96675 0.00
H 0.86157 -4.63227 -1.55882 0.01
H -0.86479 -4.60340 -1.16842 0.00
H 0.32270 -4.23033 0.07952 0.01
H 0.32563 -3.91931 -3.62812 0.08
H -0.41175 -4.07316 -5.94963 0.09
H -2.00009 -2.36951 -6.84803 0.09
H -2.82389 -0.61219 -5.39265 0.08
H -4.67128 0.17077 -4.39458 0.03
H -5.10903 0.62349 -2.74403 0.03
H -4.73338 -1.07133 -3.14622 0.03
H -1.73521 1.60344 -4.77776 0.03
H -0.94960 1.96743 -3.23994 0.02
H -2.55643 2.65455 -3.59337 0.03
Se 4.60403 3.33303 2.25516 0.29
P 4.28228 2.66617 0.27467 0.54
C 4.66754 3.97886 -0.92662 -0.35
C 5.36355 3.74205 -2.10270 -0.09
C 5.60544 4.77881 -2.99495 -0.09
C 5.13590 6.05450 -2.72244 -0.10
C 4.42313 6.28977 -1.55274 -0.09
C 4.19707 5.26021 -0.65475 -0.10
C 5.40587 1.29582 -0.12678 -0.35
C 4.90238 0.00300 -0.22973 -0.06
C 5.76588 -1.06715 -0.41814 -0.08
C 7.13233 -0.85294 -0.51849 -0.10
C 7.63861 0.43816 -0.41649 -0.10
C 6.77913 1.50546 -0.21044 -0.11
C 2.66979 2.11559 -0.25583 -0.46
C 1.58733 1.42606 0.30228 -0.48
N 0.71719 1.23557 -0.71471 -0.08
N 1.22727 1.75555 -1.82100 -0.08
N 2.40832 2.28512 -1.57586 -0.01
P 1.02634 0.68662 1.86521 1.06
Se -2.57998 -0.27980 3.98296 -0.16
C 2.47502 -0.28623 2.42515 -0.35
C 2.57194 -1.57700 1.90059 -0.14
C 3.65146 -2.39251 2.20563 -0.10
C 4.64199 -1.93207 3.06350 -0.11
C 4.53580 -0.66512 3.61937 -0.09
C 3.45737 0.15229 3.30666 -0.12
C 0.88719 2.06768 3.03576 -0.37
C 0.97489 3.39739 2.63856 -0.13
C 0.76223 4.41738 3.55446 -0.10
C 0.46330 4.11599 4.87490 -0.10
C 0.35330 2.79044 5.27291 -0.09
C 0.54733 1.77016 4.35522 -0.12
H 5.69093 2.73804 -2.34746 0.10
H 6.14696 4.57834 -3.91163 0.10
H 5.31578 6.86220 -3.42215 0.09
H 4.04160 7.28052 -1.33692 0.10
H 3.66065 5.44781 0.26728 0.08
H 3.83536 -0.17360 -0.16929 0.08
H 5.35694 -2.06777 -0.48850 0.10
H 7.80459 -1.68857 -0.67434 0.09
H 8.70529 0.61495 -0.48699 0.09
H 7.18178 2.50685 -0.09155 0.11
H 1.78441 -1.94319 1.24972 0.06
H 3.71152 -3.38800 1.78004 0.10
H 5.49122 -2.56112 3.30550 0.09
H 5.30484 -0.29678 4.28840 0.10
H 3.39157 1.14478 3.72786 0.05
H 1.21420 3.63821 1.61149 0.09
H 0.83889 5.45007 3.23443 0.09
H 0.29598 4.91413 5.58965 0.09
H 0.06622 2.54251 6.28731 0.10
H 0.36823 0.74305 4.65103 0.07
O -0.84117 -2.29634 2.42833 -0.36
H -0.02547 -2.36625 2.94304 0.00
H -1.42325 -1.65673 3.03949 -0.21
C -6.45590 -3.16818 1.66108 -0.21
N -6.24881 -2.68335 0.29468 -0.15
C -5.84133 -3.81425 -0.53499 -0.22
N -4.67673 -4.54652 -0.04369 -0.15
C -4.94901 -4.96056 1.33308 -0.21
N -5.31564 -3.87359 2.23128 -0.15
C -4.18480 -2.95542 2.46193 -0.37
P -3.56625 -2.14118 0.91883 0.96
C -5.22967 -1.61947 0.27150 -0.32
C -3.47411 -3.69622 -0.09513 -0.34
H -7.30875 -3.85626 1.64206 0.11
H -6.70206 -2.32012 2.30300 0.13
H -5.63146 -3.45388 -1.54564 0.12
H -6.68249 -4.51438 -0.58237 0.11
H -4.06482 -5.46356 1.73104 0.12
H -5.77908 -5.67605 1.30577 0.11
H -3.34894 -3.49697 2.90894 0.08
H -4.43542 -2.16847 3.17560 -0.01
H -5.11613 -1.26101 -0.75683 0.07
H -5.59162 -0.77480 0.86207 0.08
H -2.61500 -4.27293 0.25692 0.07
H -3.26903 -3.43208 -1.13903 0.08
```

- The lowest molecular weight belongs to which entry?
  C46H56CrFN9O4P2Sb

- Which formula does entry 2 have?
  C46H57BF13O43P

- The lowest molecular weight belongs to which entry?
  C46H56CrFN9O4P2Sb

- molecular weight of number 2 (C46H57BF13O43P)?
  1586.7 g mol⁻¹